The following is a quantum chemistry calculation of a cluster of 2 separate species, C5H14 in total in a non-equilibrium geometry, from the OMol25 dataset.

Geometry as XYZ:
```
19
Properties=species:S:1:pos:R:3:forces:R:3
C 2.364 -0.728 0.214 0.44 0.21 -1.45
C 1.313 -0.504 -0.875 -0.33 0.23 0.49
C 1.872 -0.614 -2.284 0.06 -0.65 0.00
H 3.218 -0.136 -0.055 0.43 1.14 0.28
H 2.870 -1.689 0.090 -0.82 -0.53 0.64
H 1.990 -0.458 1.192 0.20 -0.38 0.31
H 0.490 -1.188 -0.665 -0.07 -0.23 -0.44
H 0.862 0.488 -0.766 0.10 0.02 0.16
H 2.598 -1.426 -2.323 0.01 -0.18 -0.10
H 1.105 -0.834 -3.028 -0.01 0.12 0.03
H 2.413 0.275 -2.597 -0.03 0.26 0.08
C -2.950 0.205 1.153 0.26 0.93 1.06
C -2.423 1.573 1.685 -0.99 -0.62 -0.43
H -2.361 -0.613 1.561 0.07 -0.12 -0.24
H -3.986 0.053 1.451 -0.01 -0.10 -0.13
H -2.862 0.259 0.087 -0.18 -0.46 -0.61
H -1.696 1.934 0.962 0.37 0.22 0.44
H -2.058 1.507 2.706 0.35 0.05 -0.06
H -3.254 2.282 1.697 0.13 0.10 -0.05
```
Forces are in eV/Å.

Output
LUMO level   1.07 eV
Kohn-Sham gap   12.3 eV
Relative energy (zero: lowest compared OMol25 entry of this formula, charge and spin)   0.386 eV

In the natural (NBO) picture, each atom carries the following charge in e:
1. C -0.61
2. C -0.39
3. C -0.61
4. H 0.20
5. H 0.20
6. H 0.21
7. H 0.19
8. H 0.19
9. H 0.20
10. H 0.21
11. H 0.20
12. C -0.60
13. C -0.61
14. H 0.20
15. H 0.20
16. H 0.20
17. H 0.20
18. H 0.20
19. H 0.20


The following is a quantum chemistry calculation of a cluster of 2 separate species, C5H14 in total in a non-equilibrium geometry, from the OMol25 dataset.

Geometry as XYZ:
```
19
Properties=species:S:1:pos:R:3:forces:R:3
C -0.986 -1.306 0.939 0.61 1.09 0.60
C -1.591 -0.586 -0.253 -0.53 -0.45 -1.03
C -2.863 0.248 0.010 0.66 0.13 -0.57
H -1.379 -2.293 1.105 -0.12 -0.50 -0.15
H -1.167 -0.761 1.873 -0.07 0.08 -0.13
H 0.103 -1.330 0.858 -0.07 -0.38 -0.07
H -0.878 -0.010 -0.849 0.29 0.34 0.71
H -1.827 -1.334 -1.005 -0.29 -0.42 -0.05
H -2.678 1.242 -0.394 -0.23 0.21 0.21
H -3.741 -0.129 -0.514 0.00 -0.16 0.21
H -3.056 0.327 1.069 -0.22 0.07 0.28
C 2.401 1.445 -0.034 -1.85 -0.37 0.47
C 2.617 0.088 -0.669 2.00 -0.93 -0.66
H 1.705 1.316 0.801 0.12 -0.01 0.20
H 3.248 1.962 0.394 0.44 -0.05 -0.41
H 1.821 2.082 -0.703 0.39 0.28 -0.13
H 3.501 -0.438 -0.274 -0.31 0.20 0.48
H 2.940 0.142 -1.712 -0.39 0.36 -0.19
H 1.830 -0.664 -0.641 -0.42 0.51 0.22
```
Forces are in eV/Å.

Output
LUMO level   1.14 eV
Kohn-Sham gap   12.2 eV
Relative energy (zero: lowest compared OMol25 entry of this formula, charge and spin)   0.560 eV

In the natural (NBO) picture, each atom carries the following charge in e:
1. C -0.61
2. C -0.41
3. C -0.61
4. H 0.21
5. H 0.20
6. H 0.21
7. H 0.20
8. H 0.20
9. H 0.21
10. H 0.21
11. H 0.20
12. C -0.62
13. C -0.62
14. H 0.20
15. H 0.21
16. H 0.21
17. H 0.20
18. H 0.20
19. H 0.21


The following is a quantum chemistry calculation of a cluster of 2 separate species, C5H14 in total in a non-equilibrium geometry, from the OMol25 dataset.

Geometry as XYZ:
```
19
Properties=species:S:1:pos:R:3:forces:R:3
C 1.025 0.757 -2.108 -3.93 1.88 3.45
C -0.256 -0.249 -1.848 2.00 1.24 -1.52
C -1.213 0.431 -0.902 -1.73 1.61 -1.44
H 1.606 0.221 -2.697 3.46 -2.36 -2.36
H 1.490 1.025 -1.068 -0.64 -0.28 -2.20
H 0.750 1.669 -2.752 0.08 -1.08 1.46
H -0.690 -0.321 -2.897 0.25 -0.51 1.42
H 0.150 -1.261 -1.484 -0.73 1.51 -0.53
H -0.686 0.869 -0.042 -0.47 -0.21 -0.19
H -1.824 1.287 -1.480 1.68 -1.51 1.26
H -2.027 -0.231 -0.632 0.00 -0.25 0.62
C 0.662 -0.835 1.735 1.42 -3.20 1.16
C -0.245 -0.123 2.646 -1.69 0.27 0.51
H 1.614 -1.179 2.318 -1.71 0.32 -0.98
H 0.125 -1.759 1.378 0.97 0.88 -0.07
H 1.065 -0.298 0.960 0.61 1.27 -2.17
H 0.212 -0.162 3.573 0.69 0.39 2.24
H -1.124 -0.721 2.775 -0.75 -0.29 0.11
H -0.635 0.881 2.525 0.50 0.32 -0.76
```
Forces are in eV/Å.

Output
LUMO level   1.18 eV
Kohn-Sham gap   12.1 eV
Relative energy (zero: lowest compared OMol25 entry of this formula, charge and spin)   1.677 eV

In the natural (NBO) picture, each atom carries the following charge in e:
1. C -0.59
2. C -0.40
3. C -0.62
4. H 0.19
5. H 0.19
6. H 0.20
7. H 0.20
8. H 0.20
9. H 0.21
10. H 0.20
11. H 0.21
12. C -0.60
13. C -0.63
14. H 0.20
15. H 0.21
16. H 0.20
17. H 0.21
18. H 0.20
19. H 0.21


The following is a quantum chemistry calculation of a cluster of 2 separate species, C5H14 in total in a non-equilibrium geometry, from the OMol25 dataset.

Geometry as XYZ:
```
19
Properties=species:S:1:pos:R:3:forces:R:3
C 2.530 -1.942 0.394 -3.49 -1.38 3.43
C 1.035 -1.306 0.492 -0.18 -1.55 -1.34
C 0.825 -0.352 1.608 2.57 3.78 0.83
H 2.966 -1.896 1.471 -0.19 0.37 -2.13
H 3.037 -1.500 -0.398 1.45 0.40 -1.01
H 2.274 -3.043 0.300 1.04 1.23 -0.61
H 0.706 -0.757 -0.479 0.55 -1.57 1.35
H 0.410 -2.236 0.718 0.32 1.42 -0.78
H 1.712 -0.443 2.336 -1.47 0.24 -0.70
H 0.857 0.788 1.246 0.20 -2.31 0.62
H -0.083 -0.361 2.163 -0.82 -0.62 0.33
C -2.744 1.407 -0.859 3.73 3.53 3.40
C -1.372 1.841 -1.561 -4.82 -2.60 -4.93
H -2.539 0.904 0.168 -0.14 1.00 -1.55
H -3.255 2.381 -0.666 -0.37 -1.20 -0.15
H -3.227 0.701 -1.394 -1.84 -1.78 -2.08
H -0.706 2.428 -1.158 2.91 3.34 3.24
H -1.587 2.478 -2.649 0.40 -2.28 2.84
H -0.840 0.909 -1.732 0.15 -0.03 -0.75
```
Forces are in eV/Å.

Output
LUMO level   1.09 eV
Kohn-Sham gap   12.1 eV
Relative energy (zero: lowest compared OMol25 entry of this formula, charge and spin)   2.399 eV

In the natural (NBO) picture, each atom carries the following charge in e:
1. C -0.61
2. C -0.41
3. C -0.61
4. H 0.20
5. H 0.21
6. H 0.21
7. H 0.20
8. H 0.20
9. H 0.20
10. H 0.19
11. H 0.21
12. C -0.60
13. C -0.57
14. H 0.20
15. H 0.21
16. H 0.20
17. H 0.19
18. H 0.18
19. H 0.20


The following is a quantum chemistry calculation of a cluster of 2 separate species, C5H14 in total in a non-equilibrium geometry, from the OMol25 dataset.

Geometry as XYZ:
```
19
Properties=species:S:1:pos:R:3:forces:R:3
C -2.132 -0.129 0.330 1.34 0.98 -0.60
C -2.129 -0.641 -1.050 -3.58 -1.98 -2.52
C -1.091 -1.682 -1.302 1.94 1.68 -0.76
H -2.058 0.956 0.207 0.01 -0.09 1.17
H -3.013 -0.482 0.763 -1.32 0.10 1.31
H -1.282 -0.624 0.803 -0.02 0.73 0.53
H -2.159 -0.007 -1.901 0.78 1.80 -0.17
H -3.248 -1.007 -1.289 2.25 -0.22 0.65
H -1.526 -2.651 -1.284 0.83 -1.25 1.33
H -0.055 -1.243 -0.991 -1.62 -1.79 1.38
H -0.687 -1.639 -2.274 -0.60 0.05 -2.30
C 3.116 0.951 0.832 1.24 -0.80 -1.56
C 1.704 1.361 1.074 -0.34 0.51 3.08
H 3.698 1.101 1.734 0.43 0.38 -0.25
H 3.373 -0.071 0.526 -0.89 -0.23 0.26
H 3.503 1.468 -0.028 0.66 0.77 -0.03
H 1.191 2.174 0.548 0.94 0.19 0.04
H 0.967 0.616 1.115 -0.80 -1.64 -0.42
H 1.829 1.549 2.187 -1.24 0.81 -1.14
```
Forces are in eV/Å.

Output
LUMO level   1.08 eV
Kohn-Sham gap   11.6 eV
Relative energy (zero: lowest compared OMol25 entry of this formula, charge and spin)   2.592 eV

In the natural (NBO) picture, each atom carries the following charge in e:
1. C -0.62
2. C -0.40
3. C -0.66
4. H 0.22
5. H 0.21
6. H 0.21
7. H 0.21
8. H 0.17
9. H 0.23
10. H 0.22
11. H 0.21
12. C -0.62
13. C -0.63
14. H 0.20
15. H 0.21
16. H 0.21
17. H 0.22
18. H 0.21
19. H 0.21


The following is a quantum chemistry calculation of a cluster of 2 separate species, C5H14 in total in a non-equilibrium geometry, from the OMol25 dataset.

Geometry as XYZ:
```
19
Properties=species:S:1:pos:R:3:forces:R:3
C 0.179 -1.164 -2.437 -0.34 0.02 0.09
C 0.385 -2.042 -1.176 -0.09 0.52 -1.03
C -0.277 -1.354 0.006 -0.34 0.20 0.06
H -0.839 -1.172 -2.809 -0.69 0.12 0.63
H 0.654 -1.413 -3.402 0.86 0.00 0.88
H 0.396 -0.164 -2.056 0.16 0.27 -0.85
H -0.060 -3.011 -1.365 0.21 -0.41 0.23
H 1.459 -2.105 -1.016 0.05 -0.43 0.13
H 0.196 -0.420 0.270 0.39 0.33 -0.49
H -1.323 -1.108 -0.241 0.22 -0.23 0.28
H -0.210 -1.864 0.959 -0.29 -0.74 0.00
C -0.438 2.008 0.976 0.33 0.55 1.16
C 0.307 1.879 2.349 -0.50 0.47 -1.19
H -0.798 1.072 0.571 -0.14 0.06 0.18
H -1.267 2.700 1.118 -0.22 -0.12 -0.18
H 0.221 2.456 0.248 0.22 0.13 -0.32
H -0.321 1.319 3.042 0.50 -0.40 0.03
H 0.408 2.872 2.789 0.07 0.05 -0.07
H 1.326 1.512 2.173 -0.41 -0.39 0.48
```
Forces are in eV/Å.

Output
LUMO level   1.13 eV
Kohn-Sham gap   12.5 eV
Relative energy (zero: lowest compared OMol25 entry of this formula, charge and spin)   0.534 eV

In the natural (NBO) picture, each atom carries the following charge in e:
1. C -0.61
2. C -0.40
3. C -0.61
4. H 0.20
5. H 0.21
6. H 0.20
7. H 0.20
8. H 0.20
9. H 0.20
10. H 0.20
11. H 0.21
12. C -0.61
13. C -0.61
14. H 0.21
15. H 0.20
16. H 0.20
17. H 0.21
18. H 0.20
19. H 0.20


The following is a quantum chemistry calculation of a cluster of 2 separate species, C5H14 in total in a non-equilibrium geometry, from the OMol25 dataset.

Geometry as XYZ:
```
19
Properties=species:S:1:pos:R:3:forces:R:3
C 1.585 0.120 1.130 0.46 -0.43 -0.71
C 0.982 -1.177 1.672 -0.73 0.34 1.04
C 0.577 -2.217 0.656 0.86 -0.29 -0.70
H 1.504 0.157 0.043 -0.20 -0.03 -0.04
H 2.663 0.166 1.298 -0.07 0.20 0.31
H 1.081 1.006 1.504 0.19 0.07 0.21
H 1.564 -1.594 2.495 0.50 -0.16 -0.30
H 0.079 -0.900 2.217 -0.32 0.06 -0.06
H 0.322 -3.178 1.089 -0.55 0.06 0.30
H -0.211 -1.829 0.015 -0.25 -0.17 0.04
H 1.395 -2.495 -0.017 0.19 0.33 -0.03
C -0.939 1.309 -0.965 -0.01 0.19 -0.67
C -1.933 1.760 -2.047 0.36 -0.63 0.36
H -0.623 2.080 -0.266 -0.18 0.04 0.09
H -1.412 0.484 -0.455 -0.10 -0.13 0.59
H -0.047 0.873 -1.401 0.26 0.15 -0.21
H -2.015 0.916 -2.720 -0.35 -0.18 -0.31
H -1.677 2.607 -2.669 0.29 0.35 0.21
H -2.895 1.914 -1.578 -0.34 0.23 -0.11
```
Forces are in eV/Å.

Output
LUMO level   1.13 eV
Kohn-Sham gap   12.2 eV
Relative energy (zero: lowest compared OMol25 entry of this formula, charge and spin)   0.354 eV

In the natural (NBO) picture, each atom carries the following charge in e:
1. C -0.61
2. C -0.41
3. C -0.60
4. H 0.20
5. H 0.21
6. H 0.21
7. H 0.20
8. H 0.19
9. H 0.21
10. H 0.20
11. H 0.20
12. C -0.60
13. C -0.60
14. H 0.20
15. H 0.20
16. H 0.20
17. H 0.20
18. H 0.20
19. H 0.20


The following is a quantum chemistry calculation of a cluster of 2 separate species, C5H14 in total in a non-equilibrium geometry, from the OMol25 dataset.

Geometry as XYZ:
```
19
Properties=species:S:1:pos:R:3:forces:R:3
C -1.273 -1.254 0.681 -0.28 -1.43 -0.24
C -0.166 -0.544 1.441 -0.02 0.27 -0.39
C 0.123 -1.220 2.770 -0.10 -0.43 0.15
H -2.333 -1.271 0.955 0.09 1.42 0.30
H -1.157 -1.110 -0.380 -0.33 0.35 -0.41
H -1.175 -2.330 0.791 0.85 -0.50 0.00
H 0.733 -0.649 0.824 0.03 -0.21 0.01
H -0.294 0.542 1.404 -0.35 -0.04 0.69
H 0.457 -2.222 2.498 0.23 -0.09 0.19
H 0.895 -0.768 3.392 0.02 0.20 -0.16
H -0.748 -1.406 3.401 -0.17 0.40 -0.10
C 0.206 1.436 -1.574 -0.08 1.18 -0.09
C 1.010 1.599 -2.870 0.27 -0.34 -0.07
H -0.359 2.343 -1.342 0.09 0.11 -0.07
H -0.569 0.680 -1.633 0.32 -0.45 0.07
H 0.885 1.304 -0.737 -0.18 -0.38 0.17
H 0.561 1.009 -3.667 0.06 0.17 -0.19
H 1.172 2.619 -3.215 -0.51 0.15 0.09
H 2.030 1.244 -2.740 0.05 -0.38 0.04
```
Forces are in eV/Å.

Output
LUMO level   1.13 eV
Kohn-Sham gap   12.2 eV
Relative energy (zero: lowest compared OMol25 entry of this formula, charge and spin)   0.610 eV

In the natural (NBO) picture, each atom carries the following charge in e:
1. C -0.62
2. C -0.40
3. C -0.61
4. H 0.21
5. H 0.21
6. H 0.20
7. H 0.20
8. H 0.20
9. H 0.20
10. H 0.21
11. H 0.20
12. C -0.62
13. C -0.62
14. H 0.21
15. H 0.21
16. H 0.21
17. H 0.21
18. H 0.21
19. H 0.20


The following is a quantum chemistry calculation of a cluster of 2 separate species, C5H14 in total in a non-equilibrium geometry, from the OMol25 dataset.

Geometry as XYZ:
```
19
Properties=species:S:1:pos:R:3:forces:R:3
C 0.270 -0.296 1.230 -0.03 2.95 -1.38
C 1.532 -1.105 1.243 -2.59 -2.89 -0.58
C 1.265 -2.622 0.813 0.98 2.06 -1.69
H -0.619 -0.740 1.674 0.18 -0.05 0.27
H 0.395 0.850 1.589 -0.19 -2.74 -0.45
H 0.057 -0.144 0.125 -0.03 -0.95 1.83
H 1.970 -1.167 2.156 1.40 0.19 2.91
H 2.211 -0.712 0.572 1.45 0.93 -1.36
H 2.010 -2.867 0.047 -0.05 -0.18 0.16
H 0.329 -2.731 0.322 -1.00 0.19 -0.54
H 1.277 -3.401 1.511 0.30 -0.69 1.69
C -1.553 1.882 -2.148 -1.77 2.34 1.80
C -1.011 1.752 -0.697 0.14 1.83 -1.52
H -1.719 0.962 -2.610 -0.74 -1.56 -0.66
H -2.513 2.524 -2.022 1.10 -1.50 -0.53
H -1.015 2.479 -2.867 0.96 0.20 0.20
H -1.762 1.475 -0.006 -1.13 -1.19 0.38
H -0.171 1.051 -0.578 -0.33 1.73 -0.44
H -0.953 2.812 -0.354 1.35 -0.66 -0.10
```
Forces are in eV/Å.

Output
LUMO level   1.07 eV
Kohn-Sham gap   11.9 eV
Relative energy (zero: lowest compared OMol25 entry of this formula, charge and spin)   1.768 eV

In the natural (NBO) picture, each atom carries the following charge in e:
1. C -0.58
2. C -0.40
3. C -0.61
4. H 0.21
5. H 0.20
6. H 0.19
7. H 0.19
8. H 0.19
9. H 0.20
10. H 0.20
11. H 0.21
12. C -0.60
13. C -0.61
14. H 0.20
15. H 0.20
16. H 0.20
17. H 0.20
18. H 0.20
19. H 0.21


The following is a quantum chemistry calculation of a cluster of 2 separate species, C5H14 in total in a non-equilibrium geometry, from the OMol25 dataset.

Geometry as XYZ:
```
19
Properties=species:S:1:pos:R:3:forces:R:3
C -1.545 -0.310 2.742 0.15 1.93 0.68
C -0.537 0.569 1.869 -1.85 -0.72 0.83
C -1.293 0.367 0.557 2.08 -1.11 -2.39
H -2.553 -0.185 2.258 0.52 0.61 1.65
H -1.491 -1.364 2.645 1.19 -1.20 -0.68
H -1.382 -0.174 3.824 -0.96 0.40 -0.26
H 0.491 0.175 2.028 -0.64 0.14 -0.87
H -0.475 1.715 2.022 -0.46 -1.92 0.48
H -0.664 0.826 -0.226 -0.60 -0.32 -0.32
H -2.266 0.841 0.541 -0.05 0.33 0.25
H -1.492 -0.745 0.265 0.62 1.85 0.62
C 1.311 0.444 -2.696 0.30 -1.30 1.87
C 1.976 -0.800 -1.897 -1.35 0.53 -3.94
H 1.060 1.259 -1.990 0.11 -0.36 -0.53
H 1.971 0.785 -3.445 1.22 0.68 -0.50
H 0.440 0.199 -3.315 -0.15 -0.46 0.76
H 2.840 -0.721 -1.350 2.29 1.54 1.15
H 1.355 -1.282 -1.237 -2.19 -0.81 1.52
H 2.255 -1.598 -2.596 -0.24 0.20 -0.32
```
Forces are in eV/Å.

Output
LUMO level   1.14 eV
Kohn-Sham gap   11.7 eV
Relative energy (zero: lowest compared OMol25 entry of this formula, charge and spin)   1.712 eV

In the natural (NBO) picture, each atom carries the following charge in e:
1. C -0.62
2. C -0.41
3. C -0.61
4. H 0.21
5. H 0.21
6. H 0.21
7. H 0.21
8. H 0.20
9. H 0.20
10. H 0.21
11. H 0.20
12. C -0.61
13. C -0.61
14. H 0.20
15. H 0.20
16. H 0.21
17. H 0.21
18. H 0.20
19. H 0.20


The following is a quantum chemistry calculation of a cluster of 2 separate species, C5H14 in total in a non-equilibrium geometry, from the OMol25 dataset.

Geometry as XYZ:
```
19
Properties=species:S:1:pos:R:3:forces:R:3
C 1.601 -0.062 -1.175 -0.18 -0.23 -0.11
C 1.075 1.208 -0.514 0.12 -0.52 -0.18
C 2.121 1.908 0.364 -0.45 -0.04 -0.63
H 1.671 -0.905 -0.485 0.14 0.16 0.26
H 2.589 0.103 -1.599 0.07 -0.02 -0.15
H 0.931 -0.418 -1.961 0.06 0.16 -0.12
H 0.682 1.852 -1.282 0.13 0.56 -0.42
H 0.179 0.948 0.032 -0.03 -0.03 0.56
H 2.903 1.200 0.625 -0.06 -0.05 0.49
H 2.623 2.703 -0.190 -0.07 0.09 0.03
H 1.618 2.337 1.225 0.38 0.05 0.27
C -1.476 -1.338 0.450 -1.22 0.25 1.05
C -3.001 -1.358 0.752 0.36 -0.77 -0.77
H -1.143 -2.171 -0.153 0.00 0.12 -0.51
H -1.222 -0.359 0.070 0.37 -0.14 -0.33
H -1.008 -1.458 1.414 0.61 0.03 0.26
H -3.558 -0.716 0.071 -0.02 0.15 0.14
H -3.211 -1.104 1.786 -0.07 0.19 -0.02
H -3.373 -2.369 0.571 -0.15 0.04 0.21
```
Forces are in eV/Å.

Output
LUMO level   1.14 eV
Kohn-Sham gap   12.3 eV
Relative energy (zero: lowest compared OMol25 entry of this formula, charge and spin)   0.366 eV

In the natural (NBO) picture, each atom carries the following charge in e:
1. C -0.61
2. C -0.40
3. C -0.61
4. H 0.20
5. H 0.20
6. H 0.21
7. H 0.19
8. H 0.19
9. H 0.20
10. H 0.21
11. H 0.21
12. C -0.61
13. C -0.61
14. H 0.21
15. H 0.20
16. H 0.20
17. H 0.20
18. H 0.20
19. H 0.20